Run i
{"formula": "C9H16NO2", "method": "ωB97M-V/def2-TZVPD", "species": ["C", "C", "C", "C", "C", "C", "C", "C", "C", "N", "O", "O", "H", "H", "H", "H", "H", "H", "H", "H", "H", "H", "H", "H", "H", "H", "H", "H"], "xyz": [[-4.696, 0.311, -0.970], [-1.219, 0.808, 2.879], [-3.477, 0.702, -0.543], [-0.011, 0.251, 2.784], [-2.318, -0.204, -0.721], [2.145, -1.283, 0.314], [1.721, 0.910, -0.417], [1.117, -0.904, -1.850], [-0.179, -0.664, 0.244], [1.271, -0.445, -0.446], [-2.188, -1.218, -1.297], [-1.193, 0.271, 0.006], [-5.595, 0.878, -1.010], [-4.932, -0.662, -1.359], [-1.345, 1.588, 3.733], [-2.058, 0.828, 2.211], [-3.338, 1.626, -0.040], [0.912, 0.043, 3.380], [2.008, -1.210, 1.408], [1.980, -2.355, -0.005], [3.244, -1.239, 0.007], [0.825, 1.617, -0.456], [2.415, 1.164, 0.421], [2.193, 1.156, -1.487], [2.075, -0.942, -2.323], [0.677, -1.860, -1.946], [0.531, -0.094, -2.401], [-0.346, -1.778, 0.486]], "orbital_gap_ev": [8.4, 9.4], "lumo_ev": [-3.76, -3.31], "multiplicity": 1, "charge": 1}

Run ii
{"formula": "C9H16NO2", "method": "ωB97M-V/def2-TZVPD", "species": ["C", "C", "C", "C", "C", "C", "C", "C", "C", "N", "O", "O", "H", "H", "H", "H", "H", "H", "H", "H", "H", "H", "H", "H", "H", "H", "H", "H"], "xyz": [[-1.608, -0.487, 1.130], [2.491, 0.832, 0.917], [1.963, 0.035, 2.063], [-0.275, -0.946, -1.228], [0.564, 0.334, -0.849], [1.717, -0.107, 0.016], [-2.270, -0.385, -0.167], [0.915, 1.193, -2.051], [-3.697, -0.136, -0.095], [1.075, -0.744, 1.208], [-1.424, 0.327, 2.005], [-1.757, -0.620, -1.295], [-1.651, -1.579, 1.349], [2.245, 1.865, 0.818], [3.579, 0.797, 0.667], [2.688, -0.461, 2.720], [1.289, 0.695, 2.732], [-0.162, -1.360, -2.194], [-0.113, -1.769, -0.517], [-0.092, 0.869, -0.238], [2.429, -0.710, -0.614], [0.126, 1.475, -2.774], [1.599, 0.630, -2.654], [1.425, 2.106, -1.868], [-3.713, 0.669, -0.764], [-4.083, 0.195, 0.782], [-4.315, -0.977, -0.365], [1.056, -1.742, 1.266]], "orbital_gap_ev": 7.2, "lumo_ev": -5.37, "multiplicity": 1, "charge": 1}

The structure with the greatest stability is run ii.

Run i
{"formula": "C2H11NO4", "method": "ωB97M-V/def2-TZVPD", "species": ["N", "C", "C", "O", "H", "H", "H", "H", "H", "O", "H", "H", "O", "H", "H", "O", "H", "H"], "xyz": [[-0.743, 0.327, 0.827], [-1.174, -1.084, 0.718], [-0.552, -1.534, -0.673], [-1.168, -1.533, -1.705], [-1.368, 0.844, 0.172], [-1.019, 0.668, 1.745], [-2.254, -1.182, 0.697], [-0.780, -1.914, 1.334], [0.450, -1.995, -0.555], [-2.166, 1.150, -1.457], [-2.237, 1.726, -2.221], [-1.678, 0.369, -1.765], [2.459, -0.894, 0.199], [2.590, 0.009, 0.500], [3.322, -1.206, -0.094], [2.444, 1.915, 0.938], [2.367, 2.504, 0.175], [1.508, 1.830, 1.164]], "orbital_gap_ev": 10.1, "smiles": "NCC=O.O.O.O", "lumo_ev": 0.67, "multiplicity": 1}

Run ii
{"formula": "C2H11NO4", "method": "ωB97M-V/def2-TZVPD", "species": ["N", "C", "C", "O", "H", "H", "H", "H", "H", "O", "H", "H", "O", "H", "H", "O", "H", "H"], "xyz": [[0.010, -0.298, 0.979], [1.207, 0.043, 0.199], [1.432, 1.554, 0.006], [2.140, 2.187, 0.737], [-0.613, 0.497, 0.858], [0.213, -0.335, 1.972], [2.125, -0.324, 0.666], [1.148, -0.483, -0.756], [0.897, 2.039, -0.831], [-2.070, 1.782, -0.162], [-2.465, 1.573, -1.019], [-2.619, 2.507, 0.144], [-0.420, -1.537, -2.404], [-0.572, -1.836, -1.509], [-0.379, -2.348, -2.900], [-1.139, -2.849, 0.959], [-0.725, -1.987, 0.770], [-0.395, -3.392, 1.227]], "orbital_gap_ev": 10.0, "smiles": "NCC=O.O.O.O", "lumo_ev": 0.46, "multiplicity": 1}

The structure with the greatest stability is run ii.

Run i
{"formula": "C4H6BrNO", "method": "ωB97M-V/def2-TZVPD", "species": ["C", "C", "C", "C", "N", "O", "Br", "H", "H", "H", "H", "H", "H"], "xyz": [[0.226, -1.963, 0.968], [0.186, -1.170, -1.147], [-0.984, -0.168, 0.415], [-0.497, 1.291, 0.492], [-0.614, -1.075, 1.433], [0.666, -2.097, -0.249], [-2.786, -0.119, -0.142], [0.609, -2.676, 1.802], [-0.452, -1.444, -1.964], [0.960, -0.372, -1.212], [-0.517, 1.661, -0.480], [0.608, 1.388, 0.783], [-1.121, 1.874, 1.118]], "orbital_gap_ev": 9.4, "lumo_ev": 0.80, "multiplicity": 1}

Run ii
{"formula": "C4H6BrNO", "method": "ωB97M-V/def2-TZVPD", "species": ["C", "C", "C", "Br", "H", "H", "H", "H", "H", "N", "C", "O", "H"], "xyz": [[0.228, 2.010, 0.419], [-0.558, 0.988, 0.548], [-1.665, 0.511, -0.352], [-0.311, 0.018, 2.236], [0.143, 2.690, -0.346], [1.015, 2.098, 1.152], [-1.743, -0.474, -0.127], [-1.216, 0.588, -1.328], [-2.553, 1.276, -0.273], [2.219, -2.853, -0.247], [1.272, -2.396, -0.778], [0.334, -2.049, -1.318], [2.836, -2.406, 0.415]], "orbital_gap_ev": 10.2, "smiles": "C=C(C)Br.N=C=O", "lumo_ev": 0.66, "multiplicity": 1}

Run iii
{"formula": "C4H6BrNO", "method": "ωB97M-V/def2-TZVPD", "species": ["N", "C", "C", "O", "H", "H", "H", "C", "C", "Br", "H", "H", "H"], "xyz": [[0.927, 1.390, 0.857], [1.757, 0.491, 0.907], [2.231, -0.541, 0.268], [3.489, -0.456, -0.489], [0.915, 2.116, 1.564], [2.100, -1.675, 0.439], [3.227, 0.045, -1.347], [-3.091, -0.047, -0.047], [-1.917, -0.101, -0.600], [-1.146, -1.781, -1.271], [-3.545, 0.928, 0.340], [-3.635, -1.023, 0.215], [-1.314, 0.654, -0.837]], "orbital_gap_ev": 9.4, "smiles": "N=C=CO.C=CBr", "lumo_ev": 0.56, "multiplicity": 1}

The structure with the greatest stability is run ii.

Run i
{"formula": "C5H12N2O2", "method": "ωB97M-V/def2-TZVPD", "species": ["C", "C", "C", "C", "C", "N", "N", "O", "O", "H", "H", "H", "H", "H", "H", "H", "H", "H", "H", "H", "H"], "xyz": [[0.091, -1.785, 0.603], [0.897, -1.273, -0.527], [-1.111, 0.041, -1.479], [0.331, 0.985, 0.418], [0.179, 0.057, -0.710], [-0.573, 2.092, 0.459], [1.677, 1.435, 0.701], [-1.135, -2.274, 0.440], [0.006, 0.125, 1.752], [-1.434, -2.150, -0.476], [-0.907, 0.356, 1.977], [0.516, -2.066, 1.558], [-1.044, 2.253, -0.419], [-0.090, 2.931, 0.748], [1.937, 1.244, 1.659], [2.347, 1.007, 0.079], [0.791, -1.920, -1.403], [1.944, -1.182, -0.237], [-2.031, -0.184, -0.887], [-1.076, -0.693, -2.292], [-1.314, 1.003, -1.962]], "orbital_gap_ev": [6.9, 6.8], "lumo_ev": [0.58, 0.56], "multiplicity": 1}

Run ii
{"formula": "C5H12N2O2", "method": "ωB97M-V/def2-TZVPD", "species": ["C", "C", "N", "N", "C", "C", "C", "O", "O", "H", "H", "H", "H", "H", "H", "H", "H", "H", "H", "H", "H"], "xyz": [[1.554, -2.438, 0.515], [2.015, -1.334, -0.412], [0.887, -0.437, -0.822], [0.431, 0.324, 0.106], [-0.823, 1.003, -0.163], [-1.433, 1.581, 1.122], [-0.664, 2.130, -1.180], [-1.831, 0.112, -0.695], [-2.063, -1.072, 0.096], [0.790, -3.047, 0.002], [2.394, -3.090, 0.749], [1.166, -2.041, 1.444], [2.756, -0.767, 0.102], [2.495, -1.789, -1.296], [-2.410, 2.031, 0.914], [-1.568, 0.801, 1.878], [-0.692, 2.296, 1.576], [-1.602, 2.620, -1.410], [-0.273, 1.700, -2.086], [0.090, 2.866, -0.846], [-1.220, -1.449, 0.406]], "orbital_gap_ev": 9.4, "smiles": "CC/N=N/C(C)(C)OO", "lumo_ev": 0.14, "multiplicity": 1}

The structure with the greatest stability is run i.

Run i
{"formula": "C5H12N2O2", "method": "ωB97M-V/def2-TZVPD", "species": ["C", "N", "C", "N", "C", "O", "H", "H", "H", "H", "H", "H", "H", "H", "C", "C", "O", "H", "H", "H", "H"], "xyz": [[1.627, 1.303, -1.563], [1.406, 0.182, -0.650], [-0.306, 0.426, -0.014], [1.486, -0.977, -1.298], [-0.471, 1.548, 0.701], [-1.153, 0.038, -1.014], [-1.847, 0.696, -1.143], [0.981, -1.013, -2.190], [1.209, -1.760, -0.655], [0.924, 1.295, -2.407], [2.646, 1.220, -1.946], [1.519, 2.233, -1.013], [-1.347, 2.180, 0.607], [0.264, 1.817, 1.444], [-1.604, -1.226, 1.788], [-0.204, -1.229, 1.203], [0.127, -2.200, 0.468], [0.564, -0.790, 1.863], [-1.811, -0.297, 2.318], [-2.343, -1.389, 1.005], [-1.669, -2.056, 2.495]], "orbital_gap_ev": [7.7, 7.7], "lumo_ev": [-0.52, -0.52], "multiplicity": 1}

Run ii
{"formula": "C5H12N2O2", "method": "ωB97M-V/def2-TZVPD", "species": ["H", "N", "C", "C", "O", "O", "C", "C", "H", "H", "H", "H", "H", "H", "H", "H", "C", "N", "H", "H", "H"], "xyz": [[0.486, -1.932, 1.080], [-0.308, -1.978, 0.433], [-0.581, -0.855, -0.061], [0.460, 0.382, -0.092], [-0.328, 1.536, -0.342], [1.152, 0.476, 1.070], [1.422, 0.113, -1.271], [0.726, -0.058, -2.616], [-1.406, -0.778, -0.763], [0.209, 2.301, -0.102], [0.429, 0.445, 1.950], [2.007, -0.771, -1.018], [2.102, 0.969, -1.305], [0.175, -0.996, -2.658], [0.029, 0.760, -2.790], [1.460, -0.053, -3.420], [-1.848, 0.176, 2.053], [-0.786, 0.226, 2.766], [-1.953, 0.923, 1.273], [-2.705, -0.447, 2.277], [-0.743, -0.438, 3.535]], "orbital_gap_ev": 9.5, "smiles": "[H]/N=C\\C(O)(O)CC.C=N", "lumo_ev": 0.29, "multiplicity": 1}

The structure with the greatest stability is run ii.

Run i
{"formula": "C5H12N2O2", "method": "ωB97M-V/def2-TZVPD", "species": ["C", "C", "C", "C", "N", "N", "C", "O", "O", "H", "H", "H", "H", "H", "H", "H", "H", "H", "H", "H", "H"], "xyz": [[-0.317, -0.592, 1.317], [1.562, 1.481, 0.752], [-1.724, -1.790, -0.200], [-0.516, 1.465, -0.530], [0.492, 0.656, 0.173], [-0.441, -1.592, 0.448], [1.035, -0.571, -0.601], [0.517, -0.579, -1.870], [2.131, -0.996, -0.324], [1.022, -1.249, -2.353], [0.502, -0.660, 2.030], [-1.194, -0.058, 1.708], [2.056, 2.086, -0.011], [2.297, 0.825, 1.211], [1.121, 2.142, 1.500], [-2.508, -1.115, 0.177], [-1.646, -1.637, -1.281], [-0.938, 2.183, 0.174], [-0.074, 1.998, -1.373], [-1.301, 0.818, -0.908], [-2.075, -2.815, -0.038]], "orbital_gap_ev": 8.8, "lumo_ev": 0.76, "multiplicity": 1}

Run ii
{"formula": "C5H12N2O2", "method": "ωB97M-V/def2-TZVPD", "species": ["C", "N", "C", "C", "O", "H", "H", "H", "H", "H", "H", "H", "N", "C", "C", "O", "H", "H", "H", "H", "H"], "xyz": [[2.841, 1.047, 0.588], [1.877, 0.184, -0.045], [2.005, -1.160, -0.061], [0.871, -1.863, -0.783], [2.938, -1.746, 0.449], [3.280, 1.736, -0.137], [3.624, 0.415, 1.005], [2.378, 1.626, 1.390], [1.069, 0.616, -0.469], [1.042, -2.935, -0.761], [-0.078, -1.639, -0.301], [0.824, -1.526, -1.816], [-3.676, -0.118, 0.906], [-2.895, 0.490, -0.074], [-1.612, 0.803, 0.070], [-0.802, 1.288, -0.933], [-4.638, 0.186, 0.916], [-3.261, -0.087, 1.827], [-3.395, 0.622, -1.026], [-1.072, 0.685, 0.996], [-1.319, 1.376, -1.741]], "orbital_gap_ev": 8.8, "smiles": "CNC(C)=O.N/C=C/O", "lumo_ev": 0.62, "multiplicity": 1}

Run iii
{"formula": "C5H12N2O2", "method": "ωB97M-V/def2-TZVPD", "species": ["C", "C", "C", "N", "O", "H", "H", "H", "H", "H", "H", "H", "C", "C", "N", "O", "H", "H", "H", "H", "H"], "xyz": [[-1.701, 3.015, -0.413], [-0.474, 2.114, -0.200], [-1.045, 0.779, 0.256], [-1.890, 0.072, -0.600], [-0.920, 0.433, 1.414], [-2.675, 2.732, 0.167], [-1.895, 3.043, -1.553], [-1.489, 4.084, -0.180], [0.204, 1.922, -1.017], [0.263, 2.433, 0.547], [-2.152, -0.845, -0.234], [-1.668, 0.165, -1.586], [1.628, -1.424, 1.352], [1.563, -1.522, -0.107], [1.724, -2.787, -0.718], [1.127, -0.683, -0.873], [2.129, -0.514, 1.649], [2.219, -2.157, 1.893], [0.596, -1.418, 1.760], [1.650, -2.851, -1.725], [2.012, -3.685, -0.388]], "orbital_gap_ev": 10.1, "smiles": "CCC(N)=O.CC(N)=O", "lumo_ev": 0.87, "multiplicity": 1}

The structure with the greatest stability is run iii.